A structure of composition C12H18As3F19O9Pt at a distorted geometry. Source: the Open Molecules 2025 dataset; level of theory: the ωB97M-V functional and the def2-TZVPD basis.

HOMO level (spin up / spin down), eV: -8.295 / -8.291
Gap between HOMO and LUMO (spin up / spin down), eV: 9.130 / 6.600
⟨S²⟩: 3.758
Spin multiplicity: 4
Charge: -1

Cartesian coordinates (Å):
Pt (-1.03, -1.48, -0.95)
As (-1.93, -2.54, -4.38)
F (-0.50, -2.31, -5.44)
F (-1.17, -1.62, -3.03)
F (-3.29, -3.02, -3.17)
F (-2.84, -3.55, -5.64)
F (-1.16, -4.06, -3.82)
F (-2.85, -1.17, -4.98)
As (-1.31, -5.13, -0.06)
F (-0.87, -5.82, -1.64)
F (-2.11, -6.54, 0.61)
F (-1.47, -4.37, 1.53)
F (-0.67, -3.60, -0.69)
F (-2.90, -4.67, -0.81)
F (0.31, -5.64, 0.51)
As (2.38, -3.40, -2.41)
F (3.69, -4.38, -3.06)
F (1.28, -4.79, -2.91)
F (1.01, -2.36, -1.96)
F (3.52, -2.16, -1.98)
F (2.15, -2.88, -4.17)
F (2.55, -3.99, -0.71)
F (-3.05, -1.96, -0.70)
C (-2.79, 5.34, -0.24)
C (-1.94, 4.23, 0.37)
C (-2.50, 3.94, 1.75)
O (-2.50, 2.49, 1.79)
C (-2.35, 1.97, 0.56)
O (-2.30, 0.74, 0.30)
O (-2.05, 2.93, -0.28)
H (-3.84, 5.03, -0.16)
H (-2.49, 5.62, -1.24)
H (-2.68, 6.16, 0.46)
H (-0.95, 4.66, 0.52)
H (-3.48, 4.37, 1.98)
H (-1.88, 4.32, 2.56)
C (2.10, 4.19, -0.14)
C (2.51, 2.86, -0.80)
C (2.96, 1.64, 0.02)
O (1.92, 0.70, -0.16)
C (0.96, 1.12, -0.87)
O (0.07, 0.35, -1.28)
O (1.28, 2.42, -1.23)
H (1.15, 4.13, 0.40)
H (1.81, 4.94, -0.87)
H (3.01, 4.53, 0.36)
H (3.30, 2.89, -1.55)
H (3.00, 1.86, 1.09)
H (3.86, 1.26, -0.47)
C (1.29, 1.25, 4.00)
C (1.75, -0.12, 3.58)
C (1.01, -1.20, 4.38)
O (0.07, -1.60, 3.37)
C (0.41, -1.19, 2.14)
O (-0.09, -1.44, 1.11)
O (1.42, -0.30, 2.20)
H (1.19, 1.33, 5.09)
H (0.25, 1.14, 3.69)
H (1.88, 2.09, 3.65)
H (2.79, -0.30, 3.83)
H (0.58, -0.77, 5.29)
H (1.54, -2.11, 4.65)